C3H9N3O as an isolated structure at a distorted geometry. Source: the OMol25 dataset; level of theory: ωB97M-V/def2-TZVPD.

Calculated values
E_HOMO   -0.292 Eh
Charge   0
Relative energy (zero: lowest compared OMol25 entry of this formula, charge and spin)   76.8 kcal per mole
E   -359.122043 a.u.
Orbital gap   8.18 eV

Cartesian coordinates (Å):
C1 -0.81 -0.09 -0.05
C2 -0.09 -1.41 -0.26
C3 0.45 0.78 -0.24
N1 0.45 2.00 0.53
N2 -1.47 -0.09 1.24
N3 0.42 -1.64 -1.44
O1 0.89 0.85 -1.46
H1 -1.55 0.10 -0.84
H2 1.18 2.61 0.17
H3 0.60 1.85 1.52
H4 -1.90 0.81 1.41
H5 -0.80 -0.25 1.99
H6 0.97 -2.48 -1.57
H7 0.73 -0.68 -1.90
H8 -0.21 -2.21 0.47
H9 1.15 -0.15 0.41

natural (NBO) analysis output, partial charges in e: -0.18, 0.24, 0.40, -0.85, -0.83, -0.70, -0.79, 0.21, 0.38, 0.36, 0.38, 0.35, 0.39, 0.47, 0.21, -0.04